Entry 1:
Below is a cluster of 2 separate species, C2H7N3 in total in a non-equilibrium geometry, with properties calculated with ωB97M-V/def2-TZVPD.

The geometry in XYZ format:
```
12
C2H7N3 | the OMol25 dataset | ωB97M-V/def2-TZVPD
C -1.31 0.78 0.65
N -1.10 -0.94 -0.79
N 1.83 0.65 0.13
C 0.19 -0.90 -0.57
N 0.60 0.03 0.28
H -1.44 -1.85 -1.10
H 2.47 0.37 0.87
H 2.26 0.53 -0.78
H 0.91 -1.53 -1.09
H -2.26 0.80 0.14
H -0.83 1.75 0.63
H -1.33 0.31 1.63
```

## Properties
DFT total energy   -244.50648 hartree
M   73.1 g/mol
Kohn-Sham gap (alpha / beta)   0.319 / 0.319 Ha
HOMO (alpha / beta)   -8.08 / -8.08 eV

---

Entry 2:
Below is a structure of composition C2H7N3 in a non-equilibrium geometry, with properties calculated with ωB97M-V/def2-TZVPD.

The geometry in XYZ format:
```
12
C2H7N3 | the OMol25 dataset | ωB97M-V/def2-TZVPD
C 0.31 0.99 0.05
N -0.72 -0.42 0.72
C 1.36 0.16 -0.34
N -1.84 -0.90 -0.03
N 2.21 -0.70 -0.40
H -1.04 -0.31 1.68
H -1.51 -1.53 -0.75
H -2.32 -0.13 -0.50
H 1.96 -1.63 -0.07
H -0.38 1.32 -0.72
H 0.42 1.54 0.97
H 1.56 1.60 -0.62
```

## Properties
DFT total energy   -244.43585 hartree
M   73.1 g/mol
Kohn-Sham gap   0.302 Ha
HOMO   -7.51 eV

---

Entry 3:
Below is an isolated molecule of C2H7N3O in a non-equilibrium geometry, with properties calculated with ωB97M-V/def2-TZVPD.

The geometry in XYZ format:
```
13
C2H7N3O | the OMol25 dataset | ωB97M-V/def2-TZVPD
H -2.40 -1.15 0.40
N -2.08 -0.20 -0.15
C -0.89 0.01 -0.03
C 0.23 -0.84 0.38
N 1.48 -0.78 -0.38
N -0.44 1.32 -0.39
O 0.79 1.29 0.42
H 0.53 -0.73 1.41
H -0.11 -2.05 0.27
H 1.78 0.17 -0.38
H 1.12 -1.07 -1.31
H -1.13 1.97 0.07
H 1.11 2.06 -0.32
```

## Properties
DFT total energy   -319.74164 hartree
M   89.1 g/mol
Structure (SMILES)   [H]/N=C(\CN)NO
Kohn-Sham gap   0.363 Ha
HOMO   -9.27 eV

---

Entry 4:
Below is a cluster of 3 separate species, C2H7N3O2 in total in a non-equilibrium geometry, with properties calculated with ωB97M-V/def2-TZVPD.

The geometry in XYZ format:
```
14
C2H7N3O2 | the OMol25 dataset | ωB97M-V/def2-TZVPD
C 1.80 0.58 -0.41
N -0.77 -0.92 0.45
N 1.15 -0.07 0.69
C -0.98 0.28 0.01
O -0.43 -1.84 -0.51
O -2.76 -0.89 0.13
N -1.26 1.40 -0.30
H -0.24 -2.63 0.01
H -3.05 -0.82 1.05
H 1.02 0.57 1.47
H -0.52 2.09 -0.41
H 1.45 1.60 -0.67
H 2.88 0.68 -0.19
H 1.72 -0.04 -1.31
```

## Properties
DFT total energy   -394.85408 hartree
M   105.1 g/mol
Kohn-Sham gap (alpha / beta)   0.313 / 0.322 Ha
HOMO (alpha / beta)   -8.57 / -8.57 eV

---

Entry 5:
Below is a cluster of 2 separate species, C2H7N3O2 in total in a non-equilibrium geometry, with properties calculated with ωB97M-V/def2-TZVPD.

The geometry in XYZ format:
```
14
C2H7N3O2 | the OMol25 dataset | ωB97M-V/def2-TZVPD
C -0.29 0.69 0.89
C -0.27 -0.49 -1.22
N 1.09 -1.25 0.62
N 0.32 -0.33 0.11
N 2.89 -0.13 -0.06
O 2.40 0.86 -0.56
O 4.05 -0.47 -0.02
H -1.23 0.56 1.27
H 0.27 0.69 1.75
H -0.20 1.67 0.23
H -0.35 0.49 -1.72
H 0.54 -0.91 -1.97
H -1.18 -0.94 -1.32
H 1.37 -1.23 1.57
```

## Properties
DFT total energy   -394.92333 hartree
M   105.1 g/mol
Kohn-Sham gap (alpha / beta)   0.302 / 0.279 Ha
HOMO (alpha / beta)   -8.24 / -7.86 eV

---

Entry 6:
Below is a cluster of 3 separate species, C2H7N3O2 in total in a non-equilibrium geometry, with properties calculated with ωB97M-V/def2-TZVPD.

The geometry in XYZ format:
```
14
C2H7N3O2 | the OMol25 dataset | ωB97M-V/def2-TZVPD
N 2.69 0.95 -1.00
N 3.19 0.55 -0.11
O 3.80 0.20 0.82
C -0.65 0.63 -1.28
N -0.25 0.09 -0.19
C -0.35 0.47 1.15
H -1.37 1.62 -1.23
H -0.41 0.24 -2.16
H -0.94 1.35 1.45
H -1.02 -0.17 1.72
H 0.55 0.55 1.72
O 1.68 -1.74 -0.52
H 0.83 -1.36 -0.24
H 1.94 -2.48 0.06
```

## Properties
DFT total energy   -395.02753 hartree
M   105.1 g/mol
Structure (SMILES)   N#[N+][O-].C=NC.O
Kohn-Sham gap   0.391 Ha
HOMO   -9.71 eV

---

Entry 7:
Below is an isolated molecule of C2H7N3O2 in a non-equilibrium geometry, with properties calculated with ωB97M-V/def2-TZVPD.

The geometry in XYZ format:
```
14
C2H7N3O2 | the OMol25 dataset | ωB97M-V/def2-TZVPD
C 0.13 1.67 -0.27
O 0.20 0.58 0.60
C 0.00 -0.71 0.05
N -1.09 -1.28 -0.21
N -2.18 -0.57 -0.05
N 1.28 -1.40 0.11
O 2.49 -0.51 -0.16
H -0.79 1.43 -0.98
H 1.03 1.96 -0.90
H -0.15 2.48 0.41
H -3.01 -1.24 0.38
H -1.87 0.27 0.66
H 1.11 -2.21 -0.47
H 2.85 -0.48 0.84
```

## Properties
DFT total energy   -394.97427 hartree
M   105.1 g/mol
Structure (SMILES)   CO/C(=N\N)NO
Kohn-Sham gap   0.333 Ha
HOMO   -8.28 eV

---

Entry 8:
Below is an isolated molecule of C2H7N3O2 in a non-equilibrium geometry, with properties calculated with ωB97M-V/def2-TZVPD.

The geometry in XYZ format:
```
14
C2H7N3O2 | the OMol25 dataset | ωB97M-V/def2-TZVPD
N 1.35 -1.76 0.32
C 1.19 -0.54 -0.25
O 1.99 -0.03 -1.01
N 0.06 0.13 0.19
N -0.95 -0.56 0.89
C -0.25 1.43 -0.26
O -1.70 1.42 -0.78
H 2.26 -2.19 0.26
H 0.74 -2.03 1.07
H -1.52 0.20 1.38
H -1.60 -0.97 0.23
H 0.51 1.77 -0.97
H -0.40 2.11 0.59
H -1.68 1.03 -1.66
```

## Properties
DFT total energy   -395.14080 hartree
M   105.1 g/mol
Structure (SMILES)   NC(=O)N(N)CO
Kohn-Sham gap   0.367 Ha
HOMO   -9.26 eV

---

What did the first record say?
Below is a cluster of 2 separate species, C2H7N3 in total in a non-equilibrium geometry, with properties calculated with ωB97M-V/def2-TZVPD.

The geometry in XYZ format:
```
12
C2H7N3 | the OMol25 dataset | ωB97M-V/def2-TZVPD
C -1.31 0.78 0.65
N -1.10 -0.94 -0.79
N 1.83 0.65 0.13
C 0.19 -0.90 -0.57
N 0.60 0.03 0.28
H -1.44 -1.85 -1.10
H 2.47 0.37 0.87
H 2.26 0.53 -0.78
H 0.91 -1.53 -1.09
H -2.26 0.80 0.14
H -0.83 1.75 0.63
H -1.33 0.31 1.63
```

## Properties
DFT total energy   -244.50648 hartree
M   73.1 g/mol
Kohn-Sham gap (alpha / beta)   0.319 / 0.319 Ha
HOMO (alpha / beta)   -8.08 / -8.08 eV

---

Repeat the sixth record exactly.
Below is a cluster of 3 separate species, C2H7N3O2 in total in a non-equilibrium geometry, with properties calculated with ωB97M-V/def2-TZVPD.

The geometry in XYZ format:
```
14
C2H7N3O2 | the OMol25 dataset | ωB97M-V/def2-TZVPD
N 2.69 0.95 -1.00
N 3.19 0.55 -0.11
O 3.80 0.20 0.82
C -0.65 0.63 -1.28
N -0.25 0.09 -0.19
C -0.35 0.47 1.15
H -1.37 1.62 -1.23
H -0.41 0.24 -2.16
H -0.94 1.35 1.45
H -1.02 -0.17 1.72
H 0.55 0.55 1.72
O 1.68 -1.74 -0.52
H 0.83 -1.36 -0.24
H 1.94 -2.48 0.06
```

## Properties
DFT total energy   -395.02753 hartree
M   105.1 g/mol
Structure (SMILES)   N#[N+][O-].C=NC.O
Kohn-Sham gap   0.391 Ha
HOMO   -9.71 eV

---

Please write out number 8 again, unchanged.
Below is an isolated molecule of C2H7N3O2 in a non-equilibrium geometry, with properties calculated with ωB97M-V/def2-TZVPD.

The geometry in XYZ format:
```
14
C2H7N3O2 | the OMol25 dataset | ωB97M-V/def2-TZVPD
N 1.35 -1.76 0.32
C 1.19 -0.54 -0.25
O 1.99 -0.03 -1.01
N 0.06 0.13 0.19
N -0.95 -0.56 0.89
C -0.25 1.43 -0.26
O -1.70 1.42 -0.78
H 2.26 -2.19 0.26
H 0.74 -2.03 1.07
H -1.52 0.20 1.38
H -1.60 -0.97 0.23
H 0.51 1.77 -0.97
H -0.40 2.11 0.59
H -1.68 1.03 -1.66
```

## Properties
DFT total energy   -395.14080 hartree
M   105.1 g/mol
Structure (SMILES)   NC(=O)N(N)CO
Kohn-Sham gap   0.367 Ha
HOMO   -9.26 eV